# C5H16NO

A 2-piece molecular cluster, C5H16NO overall at a distorted geometry (ωB97M-V/def2-TZVPD, the Open Molecules 2025 dataset).

Summary:
E_LUMO: -3.158 eV
gap between HOMO and LUMO: 11.7 eV
net charge: +1
2S+1: 1

Each line ends with the Löwdin charge.
Element x y z (Å)
C -0.2585 1.3036 -0.9151  -0.136
C 1.1054 1.3566 -0.2487  -0.171
C 1.5990 0.0240 0.3818  -0.179
C 0.4911 -0.8056 1.0763  -0.268
C 0.4052 -0.5296 2.5633  -0.096
N -0.3345 0.1456 -1.9257  0.200
H -1.0560 1.1212 -0.1969  0.118
H -0.4432 2.2125 -1.4751  0.129
H 1.0168 2.0600 0.5755  0.126
H 1.8073 1.6898 -1.0149  0.121
H 2.2653 0.2954 1.1920  0.111
H 2.1253 -0.5644 -0.3458  0.098
H 0.6900 -1.8455 0.8532  0.105
H -0.5396 -0.7658 0.6920  0.078
H 1.3666 -0.5248 3.0700  0.083
H -0.1717 0.3778 2.7547  0.083
H -0.1457 -1.3328 3.0474  0.078
H -0.3646 0.5190 -2.8715  0.167
H -1.2025 -0.3969 -1.7522  0.086
H 0.5348 -0.3830 -1.8745  0.151
H -3.5300 -1.6424 -1.6178  0.092
H -2.6299 -1.2004 -0.5047  0.063
O -2.7307 -1.1144 -1.4632  -0.038

---

# C5H16NO

A 2-piece molecular cluster, C5H16NO overall at a distorted geometry (ωB97M-V/def2-TZVPD, the Open Molecules 2025 dataset).

Summary:
E_LUMO (spin up / spin down): -6.941 / -14.779 eV
gap between HOMO and LUMO (spin up / spin down): 12.3 / 4.4 eV
⟨S²⟩: 0.75
net charge: +2
2S+1: 2

Each line ends with the Löwdin charge.
Element x y z (Å)
C -0.8472 0.2017 1.9028  -0.007
C 0.0764 0.0929 0.6999  -0.295
C -0.2023 -1.0691 -0.2833  -0.107
C 0.7527 -1.1966 -1.4219  -0.101
C 1.0882 -2.7309 -1.6738  0.073
N 0.1760 1.4044 -0.1196  0.237
H -0.5743 1.0594 2.5176  0.106
H -0.8988 -0.7368 2.4339  0.108
H -1.8394 0.4441 1.4901  0.107
H 1.1039 0.0450 1.0933  0.168
H -0.4078 -2.0402 0.2295  0.191
H -1.1985 -0.9584 -0.8063  0.197
H 0.3132 -0.8806 -2.4125  0.210
H 1.7685 -0.8083 -1.2676  0.143
H 1.6212 -3.0017 -2.5805  0.121
H 1.7323 -3.0005 -0.8121  0.160
H 0.2012 -3.3693 -1.5959  0.117
H -0.1451 2.1615 0.5308  0.107
H -0.3719 1.3606 -0.9760  0.170
H 1.1382 1.5745 -0.3989  0.174
H -0.9824 4.4731 1.5344  0.094
H -1.6325 3.1993 1.0418  0.058
O -0.8718 3.7761 0.8743  -0.032

---

Calculated DFT total energy in order - -8975.767; -8960.733 eV
Calculated energy relative to the best compared isomer or geometry (same formula, charge and spin) in order - 72.1; 101.8 kJ/mol